Computed, not measured: C3H9N3S in the gas phase in a non-equilibrium geometry, with ωB97M-V/def2-TZVPD.

Its SMILES is CCN(S)/C=N\N. For the total energy, the calculation gives -18558.65531 eV. As for the LUMO energy: 0.0200 Eh. For the HOMO energy, the calculation gives -8.88 eV. The energy above the lowest of the compared OMol25 structures with the same formula, charge and spin comes out at 4.024 eV. As for the frontier orbital gap: 9.428 eV.

Geometry as ORCA input:
```
! RIJCOSX wB97M-V def2-TZVPD def2/J DEFGRID3
* xyz 0 1
C 1.96123 -0.94452 -0.58327
C 1.28288 0.25052 0.20651
C -0.86985 -0.46793 0.60559
H 2.96032 -1.15853 -0.00056
H 2.17077 -0.62857 -1.74406
H 1.30282 -1.91044 -0.43630
H 1.89061 1.02037 -0.17671
H 1.46380 0.20951 1.41281
H 0.04132 2.68010 1.16001
H -0.32386 -0.87870 1.55171
H -2.71352 0.82365 -0.87862
H -3.71528 -0.72429 -0.66211
N -0.18562 0.58386 -0.09698
N -2.08886 -0.84236 0.50064
N -2.74276 -0.28613 -0.73085
S -0.43398 2.27346 -0.12779
*
```

Mulliken atomic charge list, values in e, 4 entries: -0.815, -0.675, 0.093, 0.292

Computed, not measured: C4H9NO2 in the gas phase in a non-equilibrium geometry, with ωB97M-V/def2-TZVPD.

Its SMILES is C[C@H](O)/C=[N+](/C)[O-]. For the total energy, the calculation gives -9875.66431 eV. As for the LUMO energy: 0.0231 Eh. For the HOMO energy, the calculation gives -8.82 eV. The energy above the lowest of the compared OMol25 structures with the same formula, charge and spin comes out at 4.396 eV. As for the frontier orbital gap: 9.446 eV.

Geometry as ORCA input:
```
! RIJCOSX wB97M-V def2-TZVPD def2/J DEFGRID3
* xyz 0 1
C 0.62219 0.01001 0.12926
C -1.64779 -0.67011 0.41464
C 1.44467 1.90348 -0.80610
C -0.20137 -1.17650 0.27146
N 0.67744 0.70966 -0.93331
O 0.00876 0.39735 -1.96586
O 0.20873 -2.16472 1.22174
H 1.41007 0.14205 0.90847
H -1.59920 -0.28073 1.48897
H -1.75022 0.16007 -0.32234
H -2.29413 -1.47411 0.27804
H 1.62143 2.16293 0.25191
H 2.26106 1.72913 -1.48299
H 0.89474 2.65722 -1.27101
H -0.20521 -1.72279 -0.69708
H 0.48733 -1.57058 2.02652
*
```

Mulliken atomic charge list, values in e, 4 entries: -0.483, -1.005, -0.942, 0.235

Computed, not measured: 12 unconnected molecules or ions with the total composition C3H28NO13S2 in a non-equilibrium geometry, with ωB97M-V/def2-TZVPD.

For the total energy, the calculation gives -53347.45064 eV. As for the LUMO energy: 0.0863 Eh. For the HOMO energy, the calculation gives -6.30 eV. The energy above the lowest of the compared OMol25 structures with the same formula, charge and spin comes out at 0.442 eV. As for the frontier orbital gap: 8.648 eV.

Geometry as ORCA input:
```
! RIJCOSX wB97M-V def2-TZVPD def2/J DEFGRID3
* xyz -1 1
N -0.85741 -0.87914 -0.65790
C 0.28923 -1.61324 -0.13495
C 1.29224 -0.52742 0.44091
O 0.83382 0.09831 1.44304
O 2.34280 -0.25241 -0.16914
C 0.94261 -2.34508 -1.29773
S -0.03990 -3.69645 -2.04466
S -1.71041 -2.99481 -2.95653
H -0.87400 -0.53144 -1.59962
H -1.04993 -0.08924 -0.05686
H 0.01042 -2.13519 0.78467
H 1.83812 -2.89808 -1.00932
H 1.23072 -1.55221 -1.98305
H -2.78053 -3.21466 -2.19350
H 3.71100 0.70692 -2.35798
H 2.89989 -0.47916 -1.79512
O 3.60445 -0.25576 -2.45126
H 3.71264 1.35644 0.66013
H 3.20152 2.72769 0.22077
O 3.99206 2.26396 0.51893
H -0.56571 3.45601 0.88973
H -1.19305 4.52311 0.06438
O -1.43113 3.89982 0.75526
H -1.29071 -3.58540 0.44844
H -2.54642 -3.03156 0.14509
O -2.20096 -3.91155 0.36487
H 1.12779 1.92336 -0.23694
H 0.95873 2.29316 1.19314
O 0.96825 2.70606 0.30959
H 2.23913 0.48269 -3.64276
H 0.70107 -0.11267 -3.82894
O 1.30383 0.63180 -3.85000
H 0.35159 -1.19397 2.73678
H -0.10549 -0.82047 4.12290
O 0.07386 -1.60432 3.58686
H -1.97723 0.12076 2.99519
H -0.91597 0.59271 2.04600
O -1.47962 0.91618 2.76609
H -2.16012 2.30103 0.46235
H -3.40922 1.42655 0.83948
O -2.60031 1.43506 0.33033
H -2.85508 0.10743 -2.12292
H -4.11154 -0.74344 -2.27963
O -3.57586 -0.08534 -2.72766
H -0.08676 1.56766 3.73220
H 1.36936 1.13600 3.62879
O 0.82223 1.88034 3.91052
*
```

Mulliken atomic charge list, values in e, 4 entries: 0.062, 0.637, -0.214, -0.417

Computed, not measured: a molecular structure, C18H49B3ClFN6O5P2 in a non-equilibrium geometry, with ωB97M-V/def2-TZVPD.

For the total energy, the calculation gives -74489.46903 eV. As for the LUMO energy: 0.0192 Eh. For the HOMO energy, the calculation gives -7.78 eV. The energy above the lowest of the compared OMol25 structures with the same formula, charge and spin comes out at 1.528 eV. As for the frontier orbital gap: 8.303 eV.

Geometry as ORCA input:
```
! RIJCOSX wB97M-V def2-TZVPD def2/J DEFGRID3
* xyz 0 1
F 4.56829 6.07330 -0.54459
C 4.46380 5.84953 -1.90537
C 3.39986 6.74859 -2.51203
C 2.01140 6.30584 -1.99314
B 0.98696 7.47614 -1.82568
O 0.87809 8.17379 -0.61372
B -0.42043 7.94973 -0.18069
O -1.40855 8.39328 -1.05410
B -1.18613 7.68995 -2.24798
C -2.26828 6.71340 -2.82916
C -1.70085 5.27287 -2.90634
C -1.98710 4.49652 -1.61765
Cl -0.60563 3.43809 -1.19925
O 0.07607 7.87487 -2.81373
H 4.16658 4.81321 -2.08376
H 5.43672 5.98719 -2.37790
H 3.48586 6.61677 -3.58988
H 3.64551 7.78088 -2.26310
H 1.61151 5.57932 -2.70128
H 2.12778 5.80398 -1.03352
H -0.66608 7.33824 0.80802
H -2.62718 7.05792 -3.79865
H -3.11434 6.71451 -2.14073
H -0.63098 5.31250 -3.08781
H -2.18758 4.75655 -3.73040
H -2.12838 5.17171 -0.77762
H -2.88206 3.89527 -1.73502
O -2.72273 -1.39400 0.48013
P -2.13001 -1.17864 1.84862
N -3.53769 -0.81265 2.77159
C -4.22395 0.46216 2.73529
C -4.44960 -1.94064 2.90756
N -1.08434 0.13445 1.41868
C -1.22705 1.49042 1.89610
C -0.61623 0.14209 0.03478
N -1.20914 -1.43970 3.25797
C -1.53372 -1.05786 4.61723
C 0.18496 -1.83534 3.06232
H -4.89815 0.52619 3.59331
H -4.80672 0.61273 1.81571
H -3.53830 1.29688 2.85955
H -4.00459 -2.71046 3.55024
H -4.68651 -2.40003 1.94048
H -5.38448 -1.63265 3.37377
H -2.07467 2.00838 1.42573
H -0.32575 2.06481 1.66880
H -1.33926 1.53220 2.98202
H -1.35358 0.56635 -0.65689
H -0.38136 -0.86721 -0.29636
H 0.30776 0.72129 -0.04183
H -1.59481 0.02753 4.73593
H -0.76103 -1.42253 5.29705
H -2.46815 -1.49600 4.96329
H 0.85243 -0.97153 3.14243
H 0.33477 -2.28333 2.07975
H 0.48655 -2.58399 3.80008
O 1.37421 -3.28860 0.35044
P 1.10701 -4.58748 -0.36831
N 1.55103 -5.68798 0.88577
C 2.91825 -6.01456 1.23725
C 0.67130 -5.62915 2.04548
N 2.20511 -4.39077 -1.68375
C 3.39466 -5.18531 -1.89234
C 2.45240 -3.00997 -2.09374
N 0.27481 -5.83422 -1.17551
C 0.36369 -7.26344 -0.94870
C -0.39453 -5.47009 -2.42217
H 2.91948 -6.91678 1.85416
H 3.42705 -5.21030 1.78660
H 3.51183 -6.27627 0.36473
H -0.31743 -6.03071 1.79038
H 0.53712 -4.60532 2.41317
H 1.06309 -6.23250 2.86315
H 4.19231 -4.92860 -1.18269
H 3.78312 -5.01862 -2.90001
H 3.18883 -6.25559 -1.82817
H 3.19563 -2.50947 -1.46087
H 1.53627 -2.42469 -2.06035
H 2.80384 -2.99322 -3.12831
H 1.36168 -7.65268 -1.16752
H -0.34486 -7.78351 -1.59672
H 0.09924 -7.54265 0.06864
H 0.22309 -5.72268 -3.28996
H -0.60047 -4.40025 -2.45393
H -1.35720 -5.97744 -2.51493
*
```

Mulliken atomic charge list, values in e, 4 entries: -0.290, -0.546, -0.567, -0.358

Computed, not measured: a molecular structure, C16H16BIrN8 in a non-equilibrium geometry, with ωB97M-V/def2-TZVPD.

Its expectation value of S² is 0.77. For the total energy, the calculation gives -32259.57032 eV. As for the LUMO energy (spin up / spin down): -0.4065 / -0.5130 Eh. For the HOMO energy (spin up / spin down), the calculation gives -18.34 / -18.33 eV. The energy above the lowest of the compared OMol25 structures with the same formula, charge and spin comes out at 0.429 eV. As for the frontier orbital gap (spin up / spin down): 7.274 / 4.376 eV.

Geometry as ORCA input:
```
! RIJCOSX wB97M-V def2-TZVPD def2/J DEFGRID3
* xyz 3 2
Ir -0.02228 -0.02861 -0.09137
C -0.02917 0.12769 4.05608
C -0.03434 0.77496 2.83994
N -0.03726 -0.15371 1.85638
N -0.02641 -1.38002 2.42687
C -0.02373 -1.22661 3.75396
B -0.01187 -2.63598 1.53915
N 1.21173 -2.51697 0.64016
C 2.26014 -3.32356 0.45957
C 3.11166 -2.74657 -0.47920
C 2.51159 -1.55964 -0.83662
N 1.35352 -1.43732 -0.14708
N -1.23063 -2.54248 0.62916
C -2.25531 -3.37116 0.43143
C -3.10649 -2.80964 -0.52158
C -2.52507 -1.61048 -0.86707
N -1.38227 -1.46168 -0.15643
H -0.02716 0.58112 5.03318
H -0.03498 1.83176 2.62967
H -0.01606 -2.07752 4.41889
H -0.00251 -3.64476 2.16722
H 2.36616 -4.25246 0.99962
H 4.03701 -3.14787 -0.85638
H 2.85011 -0.81873 -1.54477
H -2.34815 -4.30440 0.96667
H -4.01572 -3.23163 -0.91524
H -2.86252 -0.87753 -1.58471
N 0.66064 4.26382 -0.13128
C 1.02479 2.99858 -0.26364
N 0.00825 2.14202 -0.02400
C -1.08247 2.92194 0.28495
C -2.39406 2.55659 0.67052
C -3.26332 3.56622 0.92723
C -2.85999 4.94993 0.80968
C -1.54717 5.32076 0.46680
C -0.68411 4.29732 0.21000
H 1.26822 5.06710 -0.25766
H 2.02942 2.69836 -0.52979
H -2.68647 1.51709 0.76186
H -4.28031 3.34024 1.22005
H -3.58954 5.72981 0.99766
H -1.25205 6.36262 0.42173
*
```

Mulliken atomic charge list, values in e, 4 entries: 1.371, -1.163, 0.131, -0.096

- Which formula does entry 3 have?
  C3H28NO13S2